11
Properties=species:S:1:pos:R:3:forces:R:3 method="wB97M-V/def2-TZVPD" orbital_gap_ha=0.3664 energy_ev=-17098.5444 lumo_energy_ev=-0.3713
C 0.249377 -0.559413 0.385329 -2.787 -0.688 -2.968
H 2.329359 -0.452048 -0.263744 -1.125 0.876 0.092
S -1.298803 0.486451 0.089805 -0.258 -3.257 3.731
H 0.297939 -0.410721 1.369824 0.662 0.206 4.003
H 1.223675 1.129583 -0.379742 1.013 -1.203 0.108
O -1.392588 1.324977 1.272099 -0.198 0.149 -1.190
C 1.308601 0.001649 -0.448305 1.644 1.552 0.305
H -2.581451 -0.710106 0.529818 2.229 2.184 -1.510
H -0.024516 -1.581607 0.122393 0.027 -0.043 0.184
O -1.165472 0.973482 -1.234476 -1.093 0.552 -1.095
H 1.053880 -0.202247 -1.443002 -0.114 -0.328 -1.659

***

12
Properties=species:S:1:pos:R:3:forces:R:3 method="wB97M-V/def2-TZVPD" orbital_gap_ha=0.3399 smiles="O=CO.CSS" energy_ev=-27936.1048 lumo_energy_ev=0.5200
H -1.266059 2.200618 -0.471589 0.002 0.396 -1.315
O 1.583006 0.604840 0.826751 2.486 -0.169 1.926
H 3.265517 -0.371171 1.451311 2.317 0.595 1.126
H -1.529082 -0.092368 0.590208 -0.133 0.730 0.483
S -1.262172 2.050783 -1.860838 0.031 -0.294 1.537
O 1.794652 -1.617166 0.853487 1.621 2.423 1.679
H -2.479900 -0.584282 -0.886829 -1.124 0.164 0.197
C -1.548772 -0.534417 -0.379973 1.392 -1.106 -1.678
H -1.176402 -1.556372 -0.290032 -0.049 -0.085 0.169
C 2.291430 -0.515454 1.164493 -4.902 -2.485 -3.823
H 0.728523 0.250379 0.644756 -1.329 -0.284 -0.804
S -0.400739 0.164611 -1.641749 -0.311 0.116 0.502

***

11
Properties=species:S:1:pos:R:3:forces:R:3 method="wB97M-V/def2-TZVPD" orbital_gap_ha=0.3474 smiles="OC[SeH].C=O" energy_ev=-71610.3012 lumo_energy_ev=0.7909
H -4.387213 1.620991 0.134604 0.319 0.758 0.683
H -4.242459 0.047519 -0.730572 1.162 0.409 0.817
C -3.677163 0.812672 -0.056101 -2.173 -1.235 -1.924
Se 0.558946 0.465253 0.058787 1.186 -0.348 -0.365
H 0.502564 -0.164598 1.351670 -0.238 -0.255 0.513
O 3.053084 1.689501 -0.030930 1.181 -1.176 -3.151
H 3.006227 0.006251 -0.911082 -0.931 -0.594 0.212
C 2.575303 0.379798 0.030016 0.250 0.403 -1.456
H 3.054168 -0.180637 0.826750 -0.556 -0.218 0.418
H 2.885084 2.078789 0.756961 -0.828 2.192 3.791
O -2.545374 0.723575 0.275608 0.629 0.063 0.462

***

11
Properties=species:S:1:pos:R:3:forces:R:3 method="wB97M-V/def2-TZVPD" orbital_gap_ha=0.3277 smiles=OC[Se]CO energy_ev=-71610.4136 lumo_energy_ev=0.5555
Se -0.844616 1.277811 0.314174 0.392 -1.052 -0.254
H -1.498105 -0.465783 -1.393432 0.146 -0.409 -1.009
H 1.331155 0.919858 -1.068819 -0.113 0.475 0.711
H -2.264598 -0.918120 0.154262 -0.738 0.875 -0.372
O -0.463518 -1.572337 0.021264 3.453 -0.069 -1.619
H -1.009130 -2.069426 0.544016 -0.937 -2.754 2.411
C 1.204644 1.219769 0.002069 -2.269 1.985 -2.017
C -1.347935 -0.647314 -0.358230 -1.280 3.557 0.785
O 1.845087 0.399408 0.838900 1.694 -0.221 1.917
H 1.650607 -0.551219 0.836573 -0.535 0.685 -0.672
H 1.396409 2.407353 0.109223 0.186 -3.072 0.119

***

11
Properties=species:S:1:pos:R:3:forces:R:3 method="wB97M-V/def2-TZVPD" orbital_gap_ha=0.4008 smiles="C=C[SiH](O)O" energy_ev=-14145.0974 lumo_energy_ev=0.6598
O -1.425928 -0.744555 0.642834 1.321 2.066 -0.176
H 2.901072 -0.547037 0.582100 -0.377 -0.373 -0.291
H 1.422424 -0.335836 1.656260 0.167 -0.302 0.017
C 1.044962 -0.069075 -0.349825 -0.236 0.384 -1.309
H -2.086245 1.911527 0.136863 -4.511 0.450 2.213
Si -0.755349 0.264943 -0.541102 -0.871 -0.734 2.434
C 1.819398 -0.409241 0.643319 0.360 0.733 2.294
O -1.293203 1.832922 -0.250842 5.189 -1.686 -2.668
H -1.109831 -0.319046 -1.807808 -0.352 0.207 -0.831
H 1.542609 -0.164546 -1.282727 0.397 0.251 -1.205
H -2.059907 -1.420059 0.570930 -1.087 -0.996 -0.478

***

11
Properties=species:S:1:pos:R:3:forces:R:3 method="wB97M-V/def2-TZVPD" orbital_gap_ha=0.4263 smiles="O=CO.CO" energy_ev=-8313.4312 lumo_energy_ev=0.9242
C -2.185730 0.032367 0.016015 0.592 0.020 0.117
H -0.429101 0.161124 0.798889 0.271 -0.080 -0.096
H 3.524696 0.410561 -0.503109 0.064 -0.451 0.300
C 2.488041 0.240001 -0.182913 -0.128 0.518 -0.419
H -2.291043 1.022374 0.463606 -0.025 -0.099 0.116
O -0.869284 -0.503480 0.259051 -0.150 0.455 0.170
H -2.333238 0.163031 -1.050131 -0.144 -0.246 -0.185
O 1.742622 1.164624 0.009835 -0.038 -0.062 0.190
O 2.118718 -1.040731 -0.132819 -0.208 0.346 -0.283
H 1.136231 -1.001080 -0.137122 0.091 -0.373 0.223
H -2.901909 -0.648794 0.458698 -0.325 -0.028 -0.131

***

11
Properties=species:S:1:pos:R:3:forces:R:3 method="wB97M-V/def2-TZVPD" total_charge=+1 orbital_gap_ha="0.4957 / 0.2802" multiplicity=2 energy_ev=-8303.1660 lumo_energy_ev="-4.4544 / -10.2250"
H -0.507682 2.445582 0.965468 -0.251 -1.066 -0.710
C -0.958221 1.419447 0.878517 -0.068 1.416 0.736
H -1.955471 1.421754 0.345196 1.290 -0.027 0.305
H 0.164010 -1.415886 -0.590122 -1.693 -1.047 0.032
C -0.106668 0.307649 0.227673 -2.707 0.040 0.578
O -0.755043 -0.778710 0.045998 3.605 0.333 -0.938
H 1.668955 -2.427364 -1.118698 1.545 -2.022 0.908
O 1.043650 -1.811865 -1.419557 -0.858 5.626 1.164
H 1.476584 -0.867681 -1.131417 -0.269 -2.925 -1.941
O 1.092184 0.524651 -0.155273 -0.936 0.205 0.696
H -1.162301 1.182418 1.952217 0.343 -0.533 -0.831

***

12
Properties=species:S:1:pos:R:3:forces:R:3 method="wB97M-V/def2-TZVPD" total_charge=-1 orbital_gap_ha=0.2674 energy_ev=-17603.4559 lumo_energy_ev=3.6682
O -0.273135 -1.153347 -0.953277 0.075 2.617 -0.418
O 0.100676 -3.278916 0.187796 0.519 -1.733 0.872
O 0.348517 1.808541 1.113843 -2.052 0.346 -0.118
C 0.883446 -3.023397 -2.533989 0.750 0.947 0.514
H 1.197511 -4.057388 -2.819576 -0.081 1.207 0.645
P 0.345003 -2.475473 -1.010824 -0.513 -1.406 -1.548
H 2.217868 1.042695 1.396369 0.253 -0.819 0.404
H 2.145573 2.236101 0.267075 1.504 1.766 -3.878
C 1.693387 1.929206 1.095986 0.187 1.109 6.328
H 1.820294 2.715371 1.984671 0.666 -1.367 -1.946
H 1.335369 -2.111621 -3.032400 -0.683 -1.421 0.054
H 0.089584 1.098104 0.555326 -0.624 -1.246 -0.908

***

12
Properties=species:S:1:pos:R:3:forces:R:3 method="wB97M-V/def2-TZVPD" orbital_gap_ha=0.3958 energy_ev=-10359.3777 lumo_energy_ev=0.6492
H 3.090051 0.661667 -0.446569 -0.177 0.251 0.077
H -2.463931 1.182909 0.015041 0.193 -0.131 0.057
H -0.502983 -0.286721 1.184187 -1.594 -0.542 -0.799
H 0.215452 -0.718866 -1.048008 -1.747 -0.393 0.541
C -1.384611 -0.441806 0.148692 1.852 0.534 1.464
H 0.535577 0.108841 1.139669 2.281 0.753 -1.007
O 1.431102 -0.136807 -1.248840 0.655 0.407 0.462
O -0.786678 -1.150779 -0.767611 1.318 -0.214 -0.780
O 1.634334 0.488952 0.907924 -1.947 -0.431 1.182
O -1.577882 0.872357 -0.211310 -0.665 0.569 -0.207
C 2.046514 0.360650 -0.293208 -0.292 -0.934 -0.979
H -2.236944 -0.940398 0.620034 0.124 0.132 -0.012

***

15
Properties=species:S:1:pos:R:3:forces:R:3 method="wB97M-V/def2-TZVPD" total_charge=-1 orbital_gap_ha=0.3299 energy_ev=-32534.4125 lumo_energy_ev=3.4795
H -1.321205 -0.544587 -2.193340 -0.165 0.616 -0.195
H 2.110403 -1.230842 -0.019411 0.443 -1.448 0.827
S -0.518356 1.707533 -0.348631 -0.501 1.023 -2.358
O -0.673489 -1.133974 -0.051948 -0.053 -0.505 0.330
O 1.025323 -0.447333 -1.919794 -0.162 0.327 -0.094
C -1.301959 1.394554 1.235919 -0.744 -0.263 0.747
H -0.459687 1.534476 1.896268 -0.017 0.720 0.648
H -2.274441 1.977758 1.516289 2.045 -1.033 -0.866
C 1.947835 -2.336104 0.302600 1.281 1.151 0.833
H -1.374784 0.285113 1.285312 -0.647 0.685 -0.304
O -1.418185 2.575452 -1.173199 1.102 -0.948 1.300
O 2.656097 -2.945208 1.124786 -2.103 1.171 -2.266
P -0.293281 -0.347324 -1.255678 0.034 -0.470 0.246
H 1.021543 -2.618616 -0.262154 0.648 -1.070 0.778
O 0.874184 2.129100 -0.137018 -1.162 0.044 0.375

***

11
Properties=species:S:1:pos:R:3:forces:R:3 method="wB97M-V/def2-TZVPD" orbital_gap_ha="0.2507 / 0.3419" energy_ev=-22789.7091 lumo_energy_ev="-1.2233 / 0.3815"
H -3.047766 0.867271 0.232624 -0.828 0.337 -0.230
C -0.309955 1.548619 -0.415567 1.253 0.517 -0.890
C -0.872457 0.494809 0.350092 -0.398 -2.796 -0.021
H 3.648575 0.017615 -1.502765 -0.702 0.244 1.495
O -0.998941 1.862425 0.723473 -0.134 1.081 -0.022
H -2.557375 -0.837978 0.977938 -0.667 -0.797 0.426
P -2.521603 -0.306960 -0.303691 1.582 0.700 0.808
P 3.023272 0.068591 -0.117628 0.853 1.730 -1.581
H 2.958464 -1.273086 -0.158171 -0.234 -1.888 0.101
H -0.332638 -0.190518 1.109408 -0.440 1.364 -1.483
H -0.375901 1.996544 -1.446619 -0.284 -0.492 1.398

***

14
Properties=species:S:1:pos:R:3:forces:R:3 method="wB97M-V/def2-TZVPD" orbital_gap_ha=0.3473 energy_ev=-55304.0222 lumo_energy_ev=0.1872
O 0.432338 0.652975 -1.006372 0.064 0.089 0.082
S -1.263128 2.942673 -0.209338 -1.997 0.130 -1.571
C -0.280795 0.185373 1.196499 -1.333 3.241 1.930
H 1.219541 -1.818776 -1.448399 0.465 0.188 1.734
S -2.517670 -0.177467 -1.185410 0.713 0.983 0.379
P -1.088709 0.902930 -0.401918 1.496 -2.114 0.865
S 2.988409 0.697529 0.664937 -0.740 -0.544 0.106
C 1.077034 -1.813148 -0.305177 1.863 1.652 -2.475
H -2.386064 2.947413 -1.141724 1.729 0.057 1.511
H -0.430873 0.827940 2.187535 0.959 -0.992 -2.286
P 1.273724 -0.095848 0.296050 -0.999 0.494 -1.663
H -0.835764 -0.668130 1.434625 -0.561 -1.695 0.185
H 1.721932 -2.488035 0.180299 0.788 -0.885 0.504
H 0.090026 -2.095428 -0.261607 -2.448 -0.604 0.700